Entry 1:
C4H15N3O | ωB97M-V/def2-TZVPD

## Properties
- orbital gap (eV) = 12.012
- E_tot (eV) = -10893.346
- HOMO level (eV) = -18.37
- total charge = +2
- energy relative to the best compared isomer or geometry (same formula, charge and spin) (kJ/mol) = 79.74

Positions of all 23 atoms, in Å:
C 1.380 -0.667 -0.868
C 0.234 -1.286 -0.020
C -0.746 -0.213 0.452
N -3.406 0.372 1.385
C -3.222 0.074 0.114
N -2.041 -0.330 -0.318
N 2.780 -0.698 -0.193
H 1.443 -1.169 -1.831
H 1.193 0.370 -1.119
H -0.105 -2.155 -0.585
H 0.743 -1.689 0.861
H -0.483 0.830 0.319
H -0.874 -0.314 1.526
H -4.234 0.885 1.666
H -2.670 0.406 2.065
H -4.010 0.149 -0.607
H -1.899 -0.520 -1.299
H 2.705 -0.922 0.794
H 3.103 0.266 -0.381
H 3.435 -1.218 -0.780
H 3.459 3.063 -0.160
H 4.176 2.001 -0.974
O 3.421 2.131 -0.387

Entry 2:
C4H15N4 | ωB97M-V/def2-TZVPD

## Properties
- orbital gap (eV) = 8.645
- E_tot (eV) = -10344.487
- HOMO level (eV) = -12.32
- total charge = +1
- energy relative to the best compared isomer or geometry (same formula, charge and spin) (kJ/mol) = 221.38

Positions of all 23 atoms, in Å:
C 0.880 -1.472 1.563
N 2.230 -1.972 1.360
C -0.041 -2.180 0.580
N -1.428 -1.585 0.712
H 0.766 -0.384 1.429
H 0.553 -1.730 2.574
H 2.612 -1.561 0.515
H 2.825 -1.639 2.107
H -0.115 -3.245 0.786
H 0.246 -2.016 -0.458
H -2.127 -2.098 0.173
H -1.719 -1.601 1.691
H -1.417 -0.601 0.408
C -1.241 1.239 -0.933
N -0.739 2.592 -0.933
C 0.240 2.885 -1.869
N 1.197 3.672 -1.599
H -2.079 1.148 -0.236
H -1.611 0.961 -1.920
H -0.449 0.510 -0.664
H -0.453 2.901 -0.013
H 0.100 2.399 -2.836
H 1.770 3.778 -2.437

Entry 3:
C4H15NO2 | ωB97M-V/def2-TZVPD

## Properties
- structure (SMILES) = CNC(C)C.O.O
- orbital gap (eV) = 9.026
- E_tot (eV) = -9975.323
- HOMO level (eV) = -8.41
- energy relative to the best compared isomer or geometry (same formula, charge and spin) (kJ/mol) = 170.12

Positions of all 22 atoms, in Å:
C 1.614 0.799 1.009
N 1.045 -0.330 1.788
C -0.226 -0.921 1.229
C -0.401 -0.995 -0.271
C -1.253 -0.088 1.993
H 2.658 0.593 0.823
H 1.523 1.695 1.643
H 1.007 0.962 0.131
H 1.716 -1.063 1.984
H -0.288 -1.961 1.657
H -1.422 -1.181 -0.490
H 0.151 -1.777 -0.809
H -0.124 -0.106 -0.835
H -2.309 -0.403 2.000
H -1.233 0.936 1.660
H -1.011 0.019 3.057
O 0.943 -0.441 -2.809
H 0.478 0.240 -3.302
H 1.815 -0.116 -2.539
O -1.384 1.641 -2.809
H -1.382 0.727 -3.095
H -1.918 1.769 -2.016

Entry 4:
C4H15NO2 | ωB97M-V/def2-TZVPD

## Properties
- structure (SMILES) = CCN(C)C.O.O
- orbital gap (eV) = 8.970
- E_tot (eV) = -9974.252
- HOMO level (eV) = -8.44
- energy relative to the best compared isomer or geometry (same formula, charge and spin) (kJ/mol) = 273.46

Positions of all 22 atoms, in Å:
C -1.777 0.486 1.057
C -0.487 0.511 0.145
N 0.860 0.287 0.619
C 1.959 0.678 -0.211
C 1.119 0.750 2.085
H -2.630 0.171 0.523
H -1.765 -0.125 1.997
H -1.884 1.505 1.494
H -0.477 1.465 -0.364
H -0.651 -0.307 -0.696
H 2.495 1.537 0.224
H 1.732 0.792 -1.307
H 2.778 -0.180 -0.185
H 1.134 1.762 1.981
H 0.205 0.487 2.653
H 2.083 0.261 2.403
O -3.156 -0.806 -5.803
H -3.123 -1.731 -5.375
H -3.208 -0.434 -4.958
O 1.330 -2.686 1.350
H 2.319 -2.721 1.055
H 1.145 -1.702 1.313

Entry 5:
C4H15NO2 | ωB97M-V/def2-TZVPD

## Properties
- structure (SMILES) = CCN(C)C.O.O
- orbital gap (eV) = 9.337
- E_tot (eV) = -9974.954
- HOMO level (eV) = -8.64
- energy relative to the best compared isomer or geometry (same formula, charge and spin) (kJ/mol) = 205.76

Positions of all 22 atoms, in Å:
C -1.614 -0.769 -1.757
C -1.779 -0.727 -0.219
N -0.471 -0.614 0.506
C 0.275 0.621 0.070
C -0.783 -0.525 1.950
H -0.955 0.052 -2.017
H -1.236 -1.819 -1.940
H -2.581 -0.648 -2.277
H -2.212 -1.688 0.124
H -2.543 -0.027 0.163
H 0.025 1.352 0.820
H 0.160 0.895 -0.959
H 1.350 0.359 0.374
H -1.313 0.362 2.299
H -1.423 -1.410 2.106
H 0.110 -0.784 2.541
O 0.817 4.048 -3.086
H 1.219 4.585 -2.378
H 1.436 4.251 -3.799
O 4.025 -2.730 2.807
H 3.193 -2.856 2.330
H 4.299 -1.927 2.343

Entry 6:
C4H15NO2 | ωB97M-V/def2-TZVPD

## Properties
- spin multiplicity = 2
- orbital gap (spin up / spin down) (eV) = 11.936 / 6.184
- E_tot (eV) = -9967.290
- expectation value of S² = 0.755
- HOMO level (spin up / spin down) (eV) = -15.30 / -15.30
- total charge = +1
- energy relative to the best compared isomer or geometry (same formula, charge and spin) (kJ/mol) = 52.91

Positions of all 22 atoms, in Å:
C -1.751 -1.020 -0.877
C -1.286 -1.321 0.562
C 0.173 -1.846 0.641
C 1.224 -0.917 -0.001
N 1.538 0.261 0.783
H -2.769 -0.657 -0.786
H -1.157 -0.208 -1.292
H -1.621 -1.943 -1.438
H -1.883 -2.111 1.018
H -1.316 -0.411 1.168
H 0.263 -2.792 0.103
H 0.446 -1.972 1.690
H 2.145 -1.462 -0.214
H 0.913 -0.536 -0.991
H 0.715 0.589 1.317
H 2.343 0.176 1.408
H -1.378 2.607 0.694
H -0.430 1.760 -0.116
O -1.198 1.687 0.486
H 1.820 2.559 -1.864
H 1.609 1.586 -0.716
O 1.122 2.128 -1.335

Entry 7:
C4H15NO2S | ωB97M-V/def2-TZVPD

## Properties
- structure (SMILES) = CNCCCS.O.O
- orbital gap (eV) = 8.539
- E_tot (eV) = -20810.305
- HOMO level (eV) = -8.02
- energy relative to the best compared isomer or geometry (same formula, charge and spin) (kJ/mol) = 151.39

Positions of all 23 atoms, in Å:
C 0.007 -0.627 -2.571
N -0.735 -0.095 -1.444
C -0.083 -0.145 -0.177
C -0.977 0.021 1.057
C -1.401 1.402 1.512
S -1.314 2.738 0.239
H -0.512 -0.400 -3.503
H -0.021 -1.727 -2.590
H 1.042 -0.288 -2.474
H -1.422 0.611 -1.640
H 0.723 0.578 -0.038
H 0.292 -1.165 -0.074
H -0.751 -0.662 1.867
H -1.903 -0.534 0.839
H -1.010 1.746 2.469
H -2.486 1.478 1.635
H -0.040 2.568 -0.128
O 3.093 0.765 -0.489
H 3.811 0.141 -0.636
H 3.314 1.168 0.356
O 0.337 -2.817 1.842
H 0.479 -2.228 2.587
H -0.443 -2.527 1.360

Entry 8:
C4H15NO3 | ωB97M-V/def2-TZVPD

## Properties
- structure (SMILES) = CCCNCO.O.O
- orbital gap (eV) = 10.034
- E_tot (eV) = -12022.325
- HOMO level (eV) = -9.48
- energy relative to the best compared isomer or geometry (same formula, charge and spin) (kJ/mol) = 182.68

Positions of all 23 atoms, in Å:
C 2.656 1.450 0.618
C 1.856 0.322 -0.226
C 0.371 0.299 0.155
N -0.468 0.588 -1.018
C -1.886 0.833 -0.729
O -2.764 0.013 -1.407
H 3.173 0.768 1.387
H 1.881 2.105 1.043
H 3.415 1.829 -0.056
H 2.308 -0.637 0.114
H 2.053 0.499 -1.262
H -0.022 -0.708 0.427
H 0.341 1.006 1.075
H -0.228 1.373 -1.637
H -2.038 0.669 0.340
H -2.177 1.910 -0.907
H -2.322 -0.599 -2.013
O -1.822 -0.506 3.709
H -0.961 -0.636 3.305
H -2.417 -0.117 3.063
O -0.702 -3.542 -2.041
H -0.146 -3.861 -1.324
H -0.102 -3.060 -2.617

Entry 9:
C4H15NO3 | ωB97M-V/def2-TZVPD

## Properties
- orbital gap (eV) = 5.807
- E_tot (eV) = -12017.678
- HOMO level (eV) = -8.65
- energy relative to the best compared isomer or geometry (same formula, charge and spin) (kJ/mol) = 631.02

Positions of all 23 atoms, in Å:
C -0.187 1.503 -1.792
C -0.023 0.420 -0.693
C 1.042 0.531 0.487
C 0.800 1.746 1.337
O 2.427 0.548 0.128
N -0.019 -0.864 -1.389
H -1.057 1.271 -2.360
H 0.636 1.525 -2.539
H -0.292 2.603 -1.465
H -1.039 0.376 -0.132
H 0.906 -0.340 1.070
H 1.035 2.625 0.738
H 1.513 1.656 2.143
H -0.237 1.594 1.796
H 2.809 -0.315 0.204
H 0.408 -1.544 -0.739
H -1.005 -1.252 -1.434
H -1.699 0.683 0.582
H -3.264 -1.395 0.556
O -2.533 -1.670 -0.048
H -1.059 -2.280 2.137
H -1.581 -1.534 0.610
O -0.610 -1.730 1.485

Entry 10:
C4H15NSi2 | ωB97M-V/def2-TZVPD

## Properties
- orbital gap (eV) = 9.379
- E_tot (eV) = -21634.207
- HOMO level (eV) = -8.92
- energy relative to the best compared isomer or geometry (same formula, charge and spin) (kJ/mol) = 365.56

Positions of all 22 atoms, in Å:
C -2.245 -0.633 -0.972
C -0.116 0.800 -1.401
C 0.108 -1.701 -1.069
C -0.712 -0.465 -0.639
N 1.366 0.005 1.402
Si 2.076 1.435 1.979
Si -0.353 -0.155 1.205
H -2.473 -1.575 -0.599
H -2.681 0.134 -0.496
H -2.543 -0.675 -1.988
H 0.726 1.189 -0.873
H -0.811 1.588 -1.599
H 0.296 0.421 -2.381
H -0.184 -2.578 -0.528
H -0.032 -1.934 -2.164
H 1.149 -1.432 -1.094
H 1.820 -0.955 1.682
H 3.572 1.480 1.682
H 1.344 2.393 1.051
H 2.045 1.779 3.386
H -0.895 -1.010 2.168
H -1.456 1.889 1.249

Entry 11:
C4H15O4 | ωB97M-V/def2-TZVPD

## Properties
- orbital gap (eV) = 8.521
- E_tot (eV) = -12581.715
- HOMO level (eV) = -4.77
- total charge = -1
- energy relative to the best compared isomer or geometry (same formula, charge and spin) (kJ/mol) = 106.44

Positions of all 23 atoms, in Å:
C 0.853 1.512 0.742
O 1.312 1.406 -0.579
C 1.869 0.783 1.659
C 1.745 -0.730 1.629
C 0.450 -1.280 2.267
H 0.882 2.568 1.007
H -0.113 1.016 0.842
H 1.899 1.006 2.728
H 2.772 1.130 1.153
H 2.583 -1.092 2.234
H 1.833 -1.259 0.677
H -0.409 -1.144 1.618
H 0.239 -0.820 3.231
H 0.610 -2.351 2.407
H -2.419 1.211 -2.124
H 0.690 0.993 -1.189
O -1.485 1.047 -1.993
H -2.577 -1.691 -0.949
H -2.072 -0.340 -0.758
O -2.418 -1.082 -0.220
H -0.582 -1.763 -3.050
H -1.453 -0.138 -2.329
O -1.249 -1.287 -2.563

Entry 12:
C4H15O9PPd | ωB97M-V/def2-TZVPD

## Properties
- spin multiplicity = 3
- orbital gap (spin up / spin down) (eV) = 2.884 / 2.798
- E_tot (eV) = -35583.939
- expectation value of S² = 2.008
- HOMO level (spin up / spin down) (eV) = 1.43 / 1.51
- total charge = -2
- energy relative to the best compared isomer or geometry (same formula, charge and spin) (kJ/mol) = 38.76

Positions of all 30 atoms, in Å:
Pd -9.518 14.981 -16.470
O -9.269 12.843 -16.601
H -9.912 12.132 -16.414
P -11.116 17.114 -17.031
O -10.969 17.811 -18.441
O -12.516 17.284 -16.468
O -9.839 17.092 -16.181
O -11.077 15.735 -17.689
C -6.937 14.364 -14.364
C -5.516 14.905 -14.584
O -5.165 16.047 -13.760
O -7.785 15.223 -15.122
H -7.255 14.427 -13.323
H -7.042 13.355 -14.763
H -5.441 15.191 -15.634
H -4.751 14.156 -14.378
H -4.221 16.205 -13.836
H -7.505 16.083 -14.799
C -6.753 15.754 -18.377
O -8.194 15.758 -18.245
H -6.185 16.571 -17.930
H -6.304 14.840 -17.989
H -6.492 15.707 -19.434
H -8.430 16.467 -18.848
C -10.534 13.684 -13.815
O -10.869 14.646 -14.808
H -11.206 12.840 -13.972
H -9.490 13.384 -13.729
H -10.807 14.108 -12.849
H -11.825 14.619 -14.894